[1]
{
  "formula": "C4H14N2O",
  "method": "ωB97M-V/def2-TZVPD",
  "symbols": ["C", "H", "H", "H", "H", "O", "C", "H", "C", "N", "H", "H", "H", "H", "H", "H", "H", "N", "H", "H", "C"],
  "positions_angstrom": [[0.5040, 1.8307, 1.7927], [-0.5856, 1.6896, 1.7916], [-0.3151, -0.6751, 1.7161], [1.2660, -1.2589, 1.2875], [0.7820, 3.0908, 0.2604], [-0.7834, -2.4255, -3.8291], [0.4806, -0.5799, 0.9760], [1.9618, 0.7764, 0.5898], [-1.6189, -0.8296, -0.4411], [0.7702, 3.1436, 1.2722], [-2.0553, -1.2597, -1.3401], [1.6872, 3.4811, 1.5385], [0.3507, -0.3505, -1.1650], [-0.3024, -2.0233, -3.0917], [-2.0635, -1.3761, 0.3948], [0.2119, -2.0063, -0.6356], [-0.1468, -2.9864, -4.2917], [1.0389, 0.7599, 0.9990], [0.7635, 1.7567, 2.8466], [-1.8521, 0.2305, -0.2775], [-0.0936, -0.9881, -0.3934]],
  "atomic_forces_ev_per_a": [[-0.79, -0.50, -0.06], [0.05, -0.06, -0.08], [0.02, 0.13, 0.14], [0.09, -0.47, 0.02], [-0.21, 0.06, -0.05], [0.17, 0.00, 0.09], [0.08, 0.38, -0.10], [-0.04, 0.60, 0.53], [0.44, -0.16, 0.58], [0.50, 0.31, -0.02], [-0.07, 0.42, -0.20], [-0.01, -0.06, 0.12], [0.08, 0.01, 0.10], [-0.06, -0.17, -0.25], [0.00, -0.02, 0.02], [-0.14, -0.23, 0.08], [-0.11, 0.19, 0.20], [-0.08, -0.63, -0.89], [0.45, 0.36, 0.30], [-0.24, -0.24, -0.40], [-0.14, 0.08, -0.14]],
  "lowdin_charge": [-0.349, 0.109, 0.110, 0.101, 0.065, -0.064, -0.245, 0.113, -0.107, 0.004, 0.060, 0.060, 0.098, 0.011, 0.069, 0.092, 0.038, -0.088, 0.106, 0.077, -0.261],
  "multiplicity": 1,
  "charge": 0,
  "e_above_lowest_ev": 1.4797,
  "largest_force_ha_per_bohr": 0.0212
}



[2]
{
  "formula": "C4H6NO6",
  "method": "ωB97M-V/def2-TZVPD",
  "symbols": ["O", "H", "O", "O", "O", "H", "C", "O", "C", "H", "H", "C", "H", "O", "N", "H", "C"],
  "positions_angstrom": [[-2.6414, 0.7678, -1.2102], [-2.0085, -1.5050, 0.6667], [-0.4874, 1.9965, -0.0515], [2.7400, -0.3917, -1.3037], [-2.2459, -1.2414, -0.1988], [-0.0412, -0.8635, 1.8955], [0.2558, -0.0937, 1.2095], [2.4137, 1.3552, 0.0606], [-0.7651, 0.6361, 0.3051], [0.6811, 0.7830, 1.8525], [1.3681, -1.6419, -0.9497], [-1.7952, 0.0476, -0.3442], [0.5007, 1.9099, 0.0848], [0.9704, -1.8101, -0.1001], [1.3436, -0.6182, 0.5169], [-2.5735, 0.4767, -2.1270], [2.2849, 0.1927, -0.3066]],
  "atomic_forces_ev_per_a": [[0.63, -0.32, 0.89], [0.54, -0.77, 1.32], [1.44, -2.44, 1.31], [-0.03, -0.50, 0.18], [-0.34, 0.72, -0.99], [-1.03, -0.26, 0.27], [0.21, 3.99, 0.71], [0.01, 1.37, 0.78], [-1.55, -0.27, -1.17], [-0.64, -1.59, -0.79], [0.61, -0.29, -1.39], [-0.17, 1.15, -0.55], [-0.45, 1.16, -0.51], [-0.60, -0.65, 0.33], [2.56, 0.00, -0.30], [0.33, -0.25, 0.23], [-1.53, -1.03, -0.33]],
  "lowdin_charge": [0.034, 0.071, -0.010, -0.027, 0.061, 0.108, -0.150, -0.024, -0.196, 0.157, 0.053, -0.351, 0.071, -0.028, -0.149, 0.098, -0.717],
  "multiplicity": 1,
  "charge": -1,
  "e_above_lowest_ev": 0.2618,
  "largest_force_ha_per_bohr": 0.0789
}



[3]
{
  "formula": "C3H9N3O",
  "method": "ωB97M-V/def2-TZVPD",
  "symbols": ["O", "H", "H", "N", "H", "H", "C", "H", "H", "C", "N", "H", "N", "C", "H", "H"],
  "positions_angstrom": [[-1.0891, 2.1093, 1.6233], [1.2457, 1.1724, -1.7369], [0.7212, -2.1059, 0.2768], [-0.1826, -0.3067, 0.2523], [0.0991, 2.2335, -1.7844], [1.6079, -1.0798, -0.7338], [-0.9637, -0.6439, 1.5147], [-1.8432, -1.2332, 1.1798], [-0.5678, -1.4520, 2.1931], [0.5256, -1.3432, -0.4184], [-0.3825, 2.0689, 0.6115], [-0.4890, 3.5641, -0.4416], [0.3384, 1.3580, -1.4671], [-0.0228, 1.0691, -0.1334], [-1.2613, 0.2765, 2.0194], [-0.1045, -1.9350, -1.1607]],
  "atomic_forces_ev_per_a": [[-0.17, 0.25, 0.68], [2.20, -0.88, -0.43], [0.30, -1.01, 1.41], [-0.17, 2.72, 1.51], [-0.93, 2.30, -0.33], [-2.04, -0.11, -0.14], [-0.30, -1.55, -1.29], [-0.13, 0.88, -0.08], [0.93, 1.29, -0.60], [0.96, -0.60, -1.40], [0.04, 1.34, -1.20], [0.21, -1.47, 0.97], [-1.08, -2.42, 1.76], [-0.82, -1.49, -0.94], [0.07, -0.54, -0.03], [0.92, 1.28, 0.11]],
  "lowdin_charge": [-0.104, 0.054, 0.046, -0.143, 0.006, 0.119, -0.029, 0.084, 0.091, -0.110, -0.140, 0.191, 0.126, -0.352, 0.053, 0.108],
  "multiplicity": 1,
  "charge": 0,
  "e_above_lowest_ev": 7.1565,
  "largest_force_ha_per_bohr": 0.0618
}